Model w:
Formula: C5H9N4
Source: the OMol25 dataset
Level of theory: wB97M-V/def2-TZVPD

Its frontier orbital gap is 10.2 eV. As for the SMILES: N[C@@]1(n2cccn2)C[NH2+]1. Its multiplicity is 1. For the HOMO energy, the calculation gives -13.47 eV. As for the net charge: +1.

Positions of all 18 atoms, in Å:
1 C 2.717 0.244 -0.002
2 C 2.292 -0.929 -0.732
3 C 1.555 0.937 0.346
4 C -1.513 -0.830 0.988
5 C -0.864 0.151 0.126
6 N 0.977 -0.928 -0.781
7 N 0.572 0.107 -0.111
8 N -1.411 1.673 0.197
9 N -1.662 -0.920 -0.492
10 H 3.740 0.488 0.277
11 H 2.930 -1.697 -1.134
12 H 1.328 2.007 0.640
13 H -1.146 -1.713 1.446
14 H -2.581 -0.611 1.428
15 H -1.059 2.395 -0.420
16 H -2.389 1.638 0.188
17 H -0.950 -1.413 -1.001
18 H -2.536 -0.600 -0.963

---

Model x:
Formula: C5H9N4
Source: the OMol25 dataset
Level of theory: wB97M-V/def2-TZVPD

Its frontier orbital gap is 8.8 eV. As for the SMILES: CC1=NC[C@]2(C[NH2+]2)N=N1. Its multiplicity is 1. For the HOMO energy, the calculation gives -13.46 eV. As for the net charge: +1.

Positions of all 18 atoms, in Å:
1 C -0.948 0.198 -1.266
2 C -0.988 0.009 0.977
3 C 1.665 0.306 1.103
4 C 0.431 -0.544 0.755
5 C -1.126 0.783 -2.638
6 N -1.581 0.463 -0.229
7 N -0.130 -0.958 -1.359
8 N 0.417 -1.376 -0.337
9 N 1.340 -0.906 1.910
10 H -1.609 -0.737 1.365
11 H -1.035 0.726 1.753
12 H 2.537 0.450 0.509
13 H 1.349 1.191 1.629
14 H -2.125 1.156 -2.818
15 H -0.759 0.030 -3.354
16 H -0.566 1.718 -2.653
17 H 1.962 -1.690 1.715
18 H 1.163 -0.819 2.936

---

Each structure's energy above the most stable one, in kJ/mol: model w 0.0; model x 81.5.